Computed, not measured: a cluster of 8 separate species, C51H114N6O8 in total, with ωB97M-V/def2-TZVPD.

⟨S²⟩: 0.75
LUMO energy (spin up / spin down): -0.0719 / -0.2312 Eh
gap between HOMO and LUMO (spin up / spin down): 7.53 / 3.19 eV
charge: +1
calculated total energy: -2941.27652 hartree
spin multiplicity: 2

Each line ends with the Löwdin spin population.
Atoms and positions in Å:
C1 -3.810 3.507 2.437  0.00
O1 -4.233 3.849 3.708  0.00
H1 -2.965 4.033 1.993  0.00
H2 -3.571 2.448 2.527  0.00
H3 -4.737 3.634 1.878  0.00
H4 -4.466 4.775 3.802  0.00
C2 0.664 4.021 -3.196  0.00
O2 1.300 4.787 -2.116  0.00
H5 0.930 4.370 -4.194  0.00
H6 1.080 3.028 -3.028  0.00
H7 -0.425 4.052 -3.156  0.00
H8 1.656 5.601 -2.482  0.00
C3 1.664 1.512 -5.862  0.00
C4 0.634 1.026 -6.936  0.00
C5 -0.643 1.883 -7.076  0.00
O3 -1.256 1.960 -5.798  0.00
C6 -1.932 3.160 -5.645  0.00
N1 1.258 0.927 -8.221  0.00
H9 2.452 0.758 -5.860  0.00
H10 1.180 1.463 -4.886  0.00
H11 2.005 2.525 -6.075  0.00
H12 0.294 0.030 -6.653  0.00
H13 -1.369 1.352 -7.691  0.00
H14 -0.335 2.891 -7.355  0.00
H15 -2.662 3.055 -4.842  0.00
H16 -2.518 3.402 -6.532  0.00
H17 -1.227 3.977 -5.494  0.00
H18 1.964 0.210 -8.314  0.00
H19 1.717 1.817 -8.350  0.00
C7 5.350 3.113 -2.529  0.00
C8 5.801 4.193 -1.403  0.00
C9 4.837 3.928 -0.283  0.00
C10 5.144 2.720 0.614  0.00
C11 6.655 2.785 1.064  0.00
C12 7.622 2.898 -0.153  0.00
N2 7.238 3.948 -1.032  0.00
O4 8.151 4.221 -2.041  0.00
C13 9.006 3.216 0.387  0.00
C14 7.668 1.485 -0.733  0.00
C15 5.550 5.686 -1.765  0.00
H20 4.851 2.174 -2.293  0.00
H21 6.086 2.877 -3.298  0.00
H22 4.482 3.640 -2.926  0.00
H23 4.673 4.781 0.375  0.00
H24 3.763 3.877 -0.466  0.00
H25 4.717 1.742 0.391  0.00
H26 4.591 2.879 1.539  0.00
H27 6.947 2.020 1.784  0.00
H28 6.649 3.692 1.668  0.00
H29 9.802 3.035 -0.336  0.00
H30 9.103 4.096 1.023  0.00
H31 9.200 2.371 1.048  0.00
H32 8.413 1.437 -1.527  0.00
H33 8.000 0.841 0.082  0.00
H34 6.762 0.939 -0.993  0.00
H35 4.523 5.953 -2.015  0.00
H36 6.259 5.999 -2.531  0.00
H37 5.728 6.353 -0.922  0.00
H38 8.599 5.040 -1.819  0.00
C16 1.036 -0.955 0.570  0.00
C17 0.497 0.376 0.016  0.00
C18 0.742 0.467 -1.484  0.00
C19 -0.252 -0.147 -2.410  0.00
C20 -1.718 0.216 -2.017  0.00
C21 -2.043 -0.018 -0.525  0.00
N3 -0.954 0.554 0.256  0.00
O5 -1.335 0.638 1.602  0.00
C22 -3.327 0.874 -0.305  0.00
C23 -2.410 -1.490 -0.198  0.00
C24 1.386 1.479 0.628  0.00
H39 0.490 -1.806 0.163  0.00
H40 1.050 -1.121 1.647  0.00
H41 2.101 -1.018 0.346  0.00
H42 0.764 1.522 -1.758  0.00
H43 1.731 0.068 -1.708  0.00
H44 -0.107 -1.218 -2.267  0.00
H45 -0.060 0.139 -3.445  0.00
H46 -2.455 -0.405 -2.526  0.00
H47 -1.987 1.245 -2.257  0.00
H48 -3.294 1.942 -0.522  0.00
H49 -4.206 0.470 -0.807  0.00
H50 -3.555 0.965 0.757  0.00
H51 -2.921 -1.513 0.765  0.00
H52 -2.880 -1.981 -1.049  0.00
H53 -1.522 -2.095 -0.013  0.00
H54 2.455 1.273 0.691  0.00
H55 0.967 1.899 1.543  0.00
H56 1.522 2.365 0.007  0.00
H57 -1.006 -0.183 1.974  0.00
C25 2.459 -4.769 0.626  0.00
C26 1.641 -5.305 1.878  0.00
C27 1.604 -4.211 2.934  0.00
C28 0.605 -4.357 4.016  0.00
C29 -0.741 -4.444 3.364  0.00
C30 -0.858 -5.628 2.301  0.00
N4 0.296 -5.666 1.371  0.00
O6 0.265 -6.785 0.573  0.00
C31 -1.157 -6.914 3.134  0.00
C32 -2.115 -5.330 1.565  0.00
C33 2.463 -6.495 2.402  0.00
H58 1.886 -4.114 -0.031  0.00
H59 2.573 -5.514 -0.161  0.00
H60 3.440 -4.386 0.907  0.00
H61 2.467 -4.201 3.600  0.00
H62 1.371 -3.232 2.514  0.00
H63 0.768 -3.546 4.726  0.00
H64 0.773 -5.237 4.636  0.00
H65 -0.988 -3.452 2.985  0.00
H66 -1.550 -4.557 4.086  0.00
H67 -0.300 -7.270 3.705  0.00
H68 -1.944 -6.888 3.887  0.00
H69 -1.313 -7.746 2.447  0.00
H70 -1.914 -4.581 0.800  0.00
H71 -2.348 -6.234 1.003  0.00
H72 -2.984 -5.107 2.183  0.00
H73 3.367 -6.243 2.957  0.00
H74 2.725 -7.014 1.480  0.00
H75 1.816 -7.145 2.992  0.00
H76 -0.207 -6.506 -0.215  0.00
C34 2.892 2.547 4.143  0.02
C35 1.615 2.005 4.928  0.06
C36 2.006 1.826 6.512  0.00
C37 0.733 1.590 7.385  0.00
C38 -0.143 2.873 7.200  0.00
C39 -0.574 3.136 5.708  0.04
N5 0.579 3.019 4.769  0.64
O7 0.213 3.314 3.483  0.12
C40 -1.698 2.197 5.307  0.03
C41 -1.019 4.618 5.649  0.02
C42 1.220 0.649 4.364  0.05
H77 3.007 3.625 4.262  0.00
H78 2.765 2.461 3.064  0.00
H79 3.838 2.052 4.363  0.00
H80 2.741 1.039 6.682  0.00
H81 2.530 2.692 6.916  0.00
H82 0.978 1.367 8.424  0.00
H83 0.197 0.700 7.054  0.00
H84 0.166 3.750 7.769  0.00
H85 -0.958 2.449 7.787  0.00
H86 -2.529 2.397 5.984  0.00
H87 -2.183 2.275 4.334  0.00
H88 -1.539 1.158 5.595  0.00
H89 -0.331 5.331 6.102  0.00
H90 -1.357 4.845 4.638  0.00
H91 -1.963 4.725 6.183  0.00
H92 0.223 0.237 4.521  0.00
H93 2.029 -0.048 4.583  0.01
H94 1.137 0.783 3.286  0.00
H95 -0.572 2.774 3.360  0.02
C43 -5.423 -5.650 -3.478  0.00
C44 -5.429 -4.234 -2.842  0.00
C45 -4.382 -3.398 -3.611  0.00
C46 -4.529 -1.863 -3.543  0.00
C47 -5.980 -1.398 -3.776  0.00
C48 -7.070 -2.306 -3.046  0.00
N6 -6.792 -3.731 -3.191  0.00
O8 -7.841 -4.571 -2.745  0.00
C49 -7.157 -1.824 -1.600  0.00
C50 -8.470 -1.873 -3.743  0.00
C51 -5.095 -4.342 -1.276  0.00
H96 -4.466 -6.166 -3.410  0.00
H97 -5.742 -5.569 -4.517  0.00
H98 -6.220 -6.279 -3.079  0.00
H99 -3.420 -3.442 -3.100  0.00
H100 -4.255 -3.720 -4.645  0.00
H101 -3.729 -1.292 -4.015  0.00
H102 -4.427 -1.652 -2.478  0.00
H103 -6.041 -1.383 -4.864  0.00
H104 -5.997 -0.337 -3.528  0.00
H105 -7.644 -2.659 -1.095  0.00
H106 -6.237 -1.657 -1.039  0.00
H107 -7.779 -0.948 -1.416  0.00
H108 -9.266 -2.573 -3.492  0.00
H109 -8.821 -0.860 -3.544  0.00
H110 -8.464 -2.001 -4.826  0.00
H111 -5.214 -3.405 -0.731  0.00
H112 -4.120 -4.814 -1.161  0.00
H113 -5.795 -5.044 -0.823  0.00
H114 -7.832 -5.053 -3.575  0.00

Forces on the atoms, in the same order (eV/Å):
-1.196 -0.702 -0.723
0.658 0.684 2.535
0.049 0.337 0.193
0.075 -0.050 -0.489
0.531 -0.320 -1.247
-0.022 0.047 -0.288
0.947 0.357 0.865
-0.653 -0.221 -0.852
0.331 0.069 0.077
-0.506 -0.107 -0.483
0.026 -0.104 0.432
-0.087 0.054 -0.028
-1.617 -0.814 -0.257
0.125 -0.210 0.872
0.918 -0.907 1.306
0.369 -0.491 0.365
-0.736 0.294 -0.104
-0.098 0.543 -0.972
0.332 0.384 -0.032
0.117 0.306 0.145
0.231 -0.076 0.026
-0.014 -0.127 0.170
0.303 0.523 -0.802
-0.277 0.080 -0.695
0.289 0.165 0.278
-0.115 0.058 -0.265
-0.054 0.284 0.285
-0.045 -0.096 0.288
0.284 0.058 -0.577
-0.664 1.858 -0.289
-0.094 -1.880 -1.195
-0.797 -0.765 2.373
0.866 0.230 1.579
-1.492 0.960 -0.774
-0.354 -0.804 1.086
-2.372 2.358 1.227
-0.231 -0.740 -0.943
0.516 -1.736 0.752
0.692 -0.897 0.118
1.037 -0.209 -0.352
0.589 -0.133 1.195
0.058 0.469 0.028
0.067 0.098 -0.942
1.242 0.440 0.427
-0.026 -0.454 -1.698
0.597 -0.149 -1.146
-0.157 0.367 0.316
0.076 -0.411 -0.479
0.463 0.408 -0.152
-0.081 0.850 -0.294
-0.096 0.291 -0.574
0.119 -0.010 0.510
-0.176 -0.188 -0.184
0.570 -0.046 0.034
-0.394 0.843 -0.522
-0.050 -0.625 -0.517
-0.334 0.084 -0.323
0.416 -0.399 0.400
-0.077 0.167 0.331
0.085 -0.518 -0.154
0.158 -0.407 0.451
0.244 1.059 -0.637
-1.530 -0.846 0.656
0.600 -0.755 0.125
-0.674 1.186 -0.920
0.217 1.567 -0.641
0.796 0.029 0.637
0.025 -0.213 1.207
1.188 0.413 0.247
-0.374 1.452 -0.108
0.281 -0.097 -0.212
-0.482 0.521 0.364
-0.039 -0.234 -0.404
0.160 0.153 0.326
0.160 0.031 0.109
-0.356 -0.399 -0.584
0.054 -0.174 0.024
0.267 0.029 -0.415
0.437 0.107 -0.065
0.789 -0.059 -0.844
0.102 -0.226 -0.083
-0.185 -0.749 0.183
-0.660 -0.233 -0.336
-0.609 0.146 0.418
0.310 0.073 -0.128
-0.119 -1.021 0.652
0.277 -0.394 0.245
-0.901 0.171 -0.500
-0.102 -0.520 0.549
-0.963 -0.488 -0.230
1.570 0.132 -1.348
0.059 0.304 0.537
-1.107 -1.032 0.688
-0.431 -0.070 0.108
-0.170 0.885 2.874
-0.768 2.311 1.916
0.317 -1.163 -0.279
1.513 -0.846 -0.350
-0.355 -0.644 -1.840
-0.897 -0.522 -0.682
-0.156 1.108 0.830
0.496 -0.901 0.595
-0.134 0.135 -0.058
1.131 0.245 -1.286
0.551 0.125 -0.381
-0.520 0.371 -0.047
0.152 -0.385 -0.132
0.161 0.080 -0.934
-0.045 -0.541 0.106
0.368 0.307 0.078
-0.359 0.531 -0.485
-0.405 0.020 -0.060
-0.278 0.457 0.193
-0.432 -0.103 -0.170
0.237 0.159 0.070
-0.136 0.217 -0.102
0.271 -0.541 0.409
0.236 -0.108 0.173
0.070 0.042 -0.231
-0.830 0.161 -0.428
3.291 0.456 1.995
-1.079 0.087 -0.212
1.431 1.230 -1.559
-0.376 -2.551 0.443
0.450 1.549 1.902
-1.630 -1.241 -0.169
1.789 -0.172 1.098
-1.135 -0.744 0.855
-1.239 -0.386 -0.382
-0.668 0.082 -1.712
0.087 -0.014 0.558
-0.295 -0.358 -0.023
-0.317 -0.157 0.487
-0.120 -0.337 -0.801
-0.200 0.435 -0.352
0.102 0.468 0.023
-0.144 0.073 -0.256
0.501 -0.011 -0.506
-1.120 0.990 -0.448
-0.044 0.609 0.007
0.492 0.136 -0.268
0.621 -0.102 -0.542
0.237 -0.184 -0.461
0.595 0.420 -0.119
0.098 -0.300 0.445
0.143 0.063 1.161
-0.247 -0.031 0.047
0.592 -0.128 -0.256
-1.117 -0.214 -0.611
-0.395 0.079 0.142
-0.363 -0.546 0.366
0.665 1.353 0.187
-1.841 -0.606 2.000
1.196 -0.915 -1.276
-0.721 3.110 -1.128
1.637 1.729 -0.685
0.559 0.319 -0.169
-0.568 -0.864 1.051
0.600 -1.629 -0.064
-0.836 -0.365 -1.389
-0.021 0.089 0.035
0.515 0.253 -0.284
0.365 -0.118 0.641
0.253 -1.163 -0.123
-0.195 -0.211 0.037
-0.309 -0.187 -0.529
0.528 0.147 0.374
-0.906 -0.367 -0.214
-0.695 -0.055 0.555
-0.226 0.087 0.460
0.339 -0.011 -0.430
-0.021 0.043 -0.435
-0.010 0.078 0.671
0.460 -0.035 0.322
0.642 0.165 -0.171
0.451 -0.034 -0.189
0.200 0.381 0.048
-0.217 0.002 -0.071
-1.131 -0.724 0.211